(1)
C6H10N2O3 | ωB97M-V/def2-TZVPD

Results
* charge: 0
* multiplicity: 1
* LUMO level: -0.09 eV
* energy relative to the best compared isomer or geometry (same formula, charge and spin): 151.18 kcal per mole
* M: 158.2 g mol⁻¹

Each line ends with the natural charge from an NBO analysis.
Element x y z (Å)
C  1.516  -0.105  1.409  -0.401
N  0.394  -0.569  0.714  -0.452
C  -0.221  -1.789  0.937  0.847
O  0.162  -2.384  1.932  -0.621
O  -1.043  -2.503  0.178  -0.362
N  -1.896  -1.388  -0.686  0.332
O  -2.860  -1.855  -1.322  -0.397
C  -1.275  -0.321  -0.882  0.009
C  -0.135  0.304  -0.239  0.089
C  0.903  0.604  -1.409  -0.621
C  -0.583  1.617  0.302  -0.618
H  1.362  0.583  2.119  0.196
H  1.964  -0.922  1.882  0.249
H  2.284  0.116  0.595  0.195
H  -1.748  0.406  -1.458  0.219
H  0.225  0.700  -2.293  0.213
H  1.657  -0.047  -1.799  0.238
H  1.326  1.527  -1.167  0.208
H  -0.901  1.716  1.338  0.240
H  -1.383  2.046  -0.352  0.220
H  0.250  2.265  0.203  0.216

Atoms 1-6, force components in eV/Å:
C 2.684 -2.546 -3.383
N -2.729 -1.337 -0.953
C 3.190 -1.224 3.955
O -0.102 -0.279 0.080
O -1.875 3.197 -2.101
N -1.076 -3.770 -2.033

(2)
C6H10N2O5S | ωB97M-V/def2-TZVPD

Results
* charge: 0
* multiplicity: 1
* LUMO level: 0.12 eV
* energy relative to the best compared isomer or geometry (same formula, charge and spin): 0.00 kcal per mole
* M: 222.2 g mol⁻¹

Each line ends with the natural charge from an NBO analysis.
Element x y z (Å)
C  -3.160  0.964  0.537  -0.681
C  -1.697  0.818  0.226  0.483
C  -0.774  1.870  0.205  -0.465
C  0.568  1.455  -0.157  0.677
O  1.461  2.337  -0.249  -0.635
N  0.894  0.103  -0.325  -0.739
S  2.557  -0.220  0.086  2.503
O  2.854  -1.571  -0.222  -0.914
O  2.662  0.225  1.440  -0.937
O  3.262  0.821  -0.847  -0.882
C  -0.061  -1.024  -0.125  0.562
C  0.014  -1.953  -1.283  -0.672
N  0.111  -1.527  1.234  -0.816
O  -1.407  -0.439  -0.115  -0.492
H  -3.172  0.661  1.570  0.249
H  -3.919  0.338  -0.129  0.250
H  -3.559  2.000  0.629  0.239
H  -1.033  2.870  0.149  0.250
H  2.676  1.680  -0.623  0.511
H  -0.683  -2.790  -1.242  0.244
H  1.045  -2.478  -1.354  0.267
H  -0.267  -1.451  -2.299  0.245
H  0.588  -0.677  1.728  0.380
H  1.042  -2.011  1.168  0.373

Atoms 1-6, force components in eV/Å:
C -1.453 -0.091 -0.764
C 0.538 1.927 -1.162
C -0.449 -4.941 -0.774
C 0.402 1.206 0.484
O -0.517 -0.782 -0.205
N 0.523 0.727 -0.511

(3)
C6H10N2OP | ωB97M-V/def2-TZVPD

Results
* charge: +1
* multiplicity: 3
* LUMO level (alpha / beta): -4.51 / -6.65 eV
* energy relative to the best compared isomer or geometry (same formula, charge and spin): 4.28 kcal per mole
* M: 157.1 g mol⁻¹

Each line ends with the natural charge from an NBO analysis.
Element x y z (Å)
C  -1.993  1.151  -0.152  -0.063
C  -0.653  1.526  -0.376  0.061
C  -2.839  -0.828  -0.228  0.992
C  3.714  -1.017  -0.882  -0.602
C  -2.563  -0.098  2.013  -0.438
C  2.308  -0.269  -0.976  -0.694
N  -2.364  -0.008  0.565  -0.431
N  0.403  1.109  0.162  -0.746
O  -3.084  -1.630  -1.010  -0.289
P  1.839  0.630  0.555  0.846
H  -2.755  1.512  -0.788  0.223
H  -0.528  2.429  -0.933  0.202
H  3.865  -1.644  -1.668  0.226
H  4.616  -0.381  -0.757  0.231
H  3.616  -1.713  0.053  0.207
H  -2.778  -1.131  2.357  0.253
H  -1.500  0.227  2.505  0.270
H  -3.395  0.537  2.400  0.254
H  1.470  -0.991  -1.224  0.244
H  2.620  0.589  -1.615  0.256

Atoms 1-6, force components in eV/Å:
C 2.082 0.952 -0.961
C -2.378 1.465 0.266
C -0.048 -3.191 -2.292
C -1.579 0.462 4.935
C 2.182 0.537 3.030
C 2.208 -0.473 -1.003

(4)
C6H10N3 | ωB97M-V/def2-TZVPD

Results
* charge: +1
* multiplicity: 1
* LUMO level: -4.13 eV
* energy relative to the best compared isomer or geometry (same formula, charge and spin): 59.57 kcal per mole
* M: 124.2 g mol⁻¹

Each line ends with the natural charge from an NBO analysis.
Element x y z (Å)
N  1.706  -2.010  0.666  -0.757
C  0.823  -1.314  -0.120  0.116
C  0.988  -0.045  -0.579  -0.408
C  0.170  0.483  -1.694  -0.079
C  -1.152  0.311  -1.725  -0.331
C  -2.027  0.182  -0.567  0.192
N  -1.588  0.456  0.559  -0.409
C  -0.441  0.637  1.118  0.367
N  -0.106  1.881  1.599  -0.748
H  1.640  -2.963  0.865  0.418
H  2.419  -1.525  1.178  0.403
H  -0.105  -1.845  -0.547  0.230
H  1.912  0.476  -0.251  0.237
H  0.577  0.749  -2.675  0.245
H  -1.652  0.171  -2.651  0.242
H  -3.074  -0.078  -0.641  0.228
H  -0.031  -0.186  1.680  0.227
H  0.689  2.026  2.186  0.414
H  -0.748  2.593  1.600  0.413

Atoms 1-6, force components in eV/Å:
N -1.120 2.367 -0.601
C -0.394 -1.782 -1.315
C 1.156 1.392 0.017
C 0.425 -1.258 -0.005
C -1.244 -0.797 0.227
C 0.605 -0.593 -1.761

(5)
C6H10N3 | ωB97M-V/def2-TZVPD

Results
* charge: +1
* multiplicity: 1
* LUMO level (alpha / beta): -7.53 / -7.54 eV
* energy relative to the best compared isomer or geometry (same formula, charge and spin): 171.26 kcal per mole
* M: 124.2 g mol⁻¹

Each line ends with the natural charge from an NBO analysis.
Element x y z (Å)
C  -1.097  -0.584  2.868  -0.067
C  -1.035  0.741  3.157  -0.040
C  -0.524  0.424  1.122  0.589
C  0.443  -1.484  -1.336  -0.231
C  1.594  -0.602  -1.214  -0.232
C  0.036  0.786  -2.614  -0.433
N  -0.756  -0.736  1.550  -0.418
N  -0.665  1.403  2.081  -0.541
N  0.313  -0.092  -1.584  -0.224
H  -1.088  -1.430  3.481  0.242
H  -1.012  1.064  4.130  0.243
H  0.370  -2.265  -2.190  0.250
H  0.038  -1.919  -0.388  0.266
H  1.883  -0.260  -0.248  0.216
H  2.386  -0.458  -1.875  0.223
H  -0.210  0.256  -3.546  0.230
H  -0.794  1.348  -2.339  0.239
H  0.797  1.423  -2.949  0.232
H  -0.682  2.384  1.896  0.455

Atoms 1-6, force components in eV/Å:
C 0.622 0.465 -0.263
C -0.345 -2.417 1.701
C -0.259 -1.780 0.826
C -0.662 -3.080 -1.222
C 0.282 0.923 1.424
C -1.127 -1.068 -2.806

(6)
C6H10N3 | ωB97M-V/def2-TZVPD

Results
* charge: +1
* multiplicity: 1
* LUMO level: -3.59 eV
* energy relative to the best compared isomer or geometry (same formula, charge and spin): 50.32 kcal per mole
* M: 124.2 g mol⁻¹

Each line ends with the natural charge from an NBO analysis.
Element x y z (Å)
C  -1.966  -0.048  0.997  -0.607
C  -1.288  0.044  -0.338  -0.256
C  -0.336  1.224  -0.591  -0.237
N  0.914  0.640  -0.214  -0.118
C  2.144  1.070  0.063  0.254
N  2.862  0.006  0.433  -0.405
C  2.123  -1.049  0.238  0.227
N  0.906  -0.686  -0.213  -0.122
C  -0.439  -1.194  -0.677  -0.181
H  -1.132  -0.099  1.704  0.203
H  -2.379  -0.955  1.178  0.233
H  -2.770  0.755  1.268  0.254
H  -2.050  0.035  -1.022  0.244
H  -0.099  1.588  -1.671  0.253
H  -0.644  2.159  0.082  0.272
H  2.400  2.049  0.008  0.234
H  2.587  -2.061  0.446  0.272
H  -0.564  -2.115  -0.028  0.253
H  -0.270  -1.365  -1.664  0.229

Atoms 1-6, force components in eV/Å:
C 1.227 3.470 1.424
C 0.046 -0.675 -0.672
C -0.744 2.796 -0.402
N 1.295 1.021 0.098
C -1.506 -3.610 0.835
N 1.420 1.436 -0.321

(7)
C6H10N3O | ωB97M-V/def2-TZVPD

Results
* charge: -1
* multiplicity: 1
* LUMO level: 3.79 eV
* energy relative to the best compared isomer or geometry (same formula, charge and spin): 0.00 kcal per mole
* M: 140.2 g mol⁻¹

Each line ends with the natural charge from an NBO analysis.
Element x y z (Å)
C  0.053  -1.925  0.148  -0.391
C  -0.920  -0.849  0.642  -0.422
C  1.138  -1.142  -0.591  -0.462
C  -2.146  1.712  -1.049  -0.451
C  -0.050  0.399  0.948  -0.152
C  1.214  0.127  0.199  0.219
N  -1.466  2.184  -0.067  -0.214
N  -0.595  1.788  0.770  -0.478
N  2.205  0.960  0.158  -0.050
O  3.316  0.841  -0.484  -0.638
H  0.496  -2.444  1.002  0.185
H  -0.438  -2.668  -0.484  0.194
H  -1.635  -0.605  -0.138  0.219
H  -1.482  -1.172  1.520  0.196
H  2.106  -1.644  -0.629  0.225
H  0.833  -0.923  -1.619  0.222
H  -2.051  0.730  -1.531  0.100
H  -2.833  2.397  -1.531  0.143
H  0.182  0.413  2.028  0.189
H  2.071  1.821  0.708  0.367

Atoms 1-6, force components in eV/Å:
C -0.157 -0.040 0.026
C 0.034 0.088 0.085
C 0.476 -0.014 0.217
C -0.266 -0.937 -0.923
C -0.829 0.267 0.073
C 0.351 0.452 -0.815

(8)
C6H10N3O | ωB97M-V/def2-TZVPD

Results
* charge: +1
* multiplicity: 1
* LUMO level: -3.63 eV
* energy relative to the best compared isomer or geometry (same formula, charge and spin): 75.57 kcal per mole
* M: 140.2 g mol⁻¹

Each line ends with the natural charge from an NBO analysis.
Element x y z (Å)
C  1.097  -0.814  -0.809  -0.643
C  0.722  0.055  0.419  -0.114
N  1.578  1.253  0.375  -0.721
C  -0.779  1.126  0.135  0.744
O  -0.496  2.240  -0.213  -0.563
N  -1.975  0.530  0.117  -0.438
C  -2.130  -0.863  0.328  -0.108
C  -3.448  -1.038  0.250  -0.031
N  -4.059  0.084  -0.231  -0.373
C  -3.228  1.051  -0.195  0.226
H  1.955  -1.362  -0.557  0.248
H  0.415  -1.569  -0.880  0.241
H  0.994  -0.165  -1.773  0.249
H  0.561  -0.302  1.459  0.254
H  1.002  2.151  0.156  0.463
H  2.385  1.282  -0.223  0.439
H  1.912  1.431  1.310  0.433
H  -1.395  -1.602  0.540  0.232
H  -3.914  -1.974  0.485  0.234
H  -3.324  2.075  -0.366  0.227

Atoms 1-6, force components in eV/Å:
C -1.275 3.141 0.249
C -2.710 2.801 -1.479
N 1.044 1.099 1.889
C 2.048 -2.155 -0.973
O -0.854 0.821 0.424
N 1.724 -0.900 0.433

(9)
C6H10N3O | ωB97M-V/def2-TZVPD

Results
* charge: +1
* multiplicity: 1
* LUMO level: -4.10 eV
* energy relative to the best compared isomer or geometry (same formula, charge and spin): 104.77 kcal per mole
* M: 140.2 g mol⁻¹

Each line ends with the natural charge from an NBO analysis.
Element x y z (Å)
C  2.270  1.915  0.295  -0.433
N  1.684  0.647  0.116  -0.429
C  0.457  0.440  0.290  0.387
C  -0.809  1.098  0.335  -0.383
C  -1.768  0.174  0.123  0.411
C  -3.208  0.445  -0.102  -0.667
O  -1.182  -1.172  0.067  -0.290
N  0.126  -0.905  0.008  -0.084
C  1.134  -1.722  -0.128  0.362
N  1.113  -2.996  -0.503  -0.719
H  3.194  1.945  -0.163  0.218
H  1.619  2.803  0.009  0.187
H  2.455  2.156  1.278  0.219
H  -1.037  2.165  0.267  0.274
H  -3.816  -0.014  0.684  0.266
H  -3.169  1.527  -0.143  0.255
H  -3.413  0.005  -1.112  0.258
H  2.216  -1.323  -0.183  0.305
H  1.882  -3.625  -0.712  0.444
H  0.250  -3.565  -0.427  0.420

Atoms 1-6, force components in eV/Å:
C -2.449 2.033 -0.960
N -0.468 0.857 0.913
C 1.566 0.742 -1.272
C -1.277 0.223 -0.335
C 1.410 -0.257 0.578
C 1.192 -1.543 -0.909

(10)
C6H10N3O2 | ωB97M-V/def2-TZVPD

Results
* charge: +1
* multiplicity: 1
* LUMO level: -4.37 eV
* energy relative to the best compared isomer or geometry (same formula, charge and spin): 150.09 kcal per mole
* M: 156.2 g mol⁻¹

Each line ends with the natural charge from an NBO analysis.
Element x y z (Å)
C  -2.896  -0.121  -0.658  0.176
C  3.310  0.150  -0.518  0.303
C  -0.637  -0.697  0.348  0.680
C  1.004  1.073  0.739  0.174
C  -2.071  -1.088  0.165  -0.592
C  -0.431  0.680  0.930  -0.632
N  -2.564  1.070  -0.842  -0.638
N  1.438  1.005  -0.611  0.020
N  3.037  -1.068  -0.406  -0.656
O  0.289  -1.412  0.008  -0.601
O  1.340  2.188  -0.026  -0.253
H  -3.805  -0.586  -1.050  0.184
H  4.232  0.683  -0.665  0.228
H  1.713  0.826  1.523  0.195
H  -2.121  -2.076  -0.298  0.259
H  -2.557  -1.149  1.145  0.269
H  -1.107  1.346  0.363  0.330
H  -0.727  0.703  1.975  0.267
H  -3.187  1.643  -1.399  0.378
H  3.721  -1.830  -0.450  0.433
H  2.018  -1.340  -0.273  0.477

Atoms 1-6, force components in eV/Å:
C -0.371 -0.405 -0.145
C -3.796 1.824 -0.002
C -0.095 0.269 0.151
C -0.566 -0.882 1.301
C -0.029 -0.421 -0.100
C 0.606 0.334 -0.213

(11)
C6H10N3O5P | ωB97M-V/def2-TZVPD

Results
* charge: -2
* multiplicity: 1
* LUMO level (alpha / beta): 6.08 / 6.08 eV
* energy relative to the best compared isomer or geometry (same formula, charge and spin): 31.85 kcal per mole
* M: 235.1 g mol⁻¹

Each line ends with the natural charge from an NBO analysis.
Element x y z (Å)
C  3.291  2.254  -0.244  0.107
C  2.861  0.583  0.921  0.229
C  -3.164  0.609  0.212  -0.621
C  -1.245  -0.306  -1.182  -0.093
C  -2.120  -0.493  0.070  0.041
C  0.687  0.060  -0.014  0.278
N  3.785  1.506  0.769  -0.547
N  2.142  1.848  -0.712  -0.288
N  1.869  0.765  0.036  -0.273
O  1.568  -1.764  -1.310  -1.190
O  -0.262  -2.620  0.266  -1.242
O  2.042  -2.076  1.198  -1.215
O  -2.728  -1.765  0.039  -0.792
O  -0.101  0.495  -0.951  -0.537
P  1.036  -1.853  0.113  2.371
H  3.806  3.112  -0.637  0.159
H  2.861  -0.233  1.611  0.265
H  -2.661  1.507  0.560  0.220
H  -3.661  0.811  -0.738  0.173
H  -3.909  0.303  0.943  0.196
H  -0.901  -1.290  -1.515  0.239
H  -1.791  0.190  -1.994  0.156
H  -1.446  -0.434  0.931  0.225
H  -0.030  1.140  1.487  -0.388
H  -1.930  -2.349  0.141  0.529

Atoms 1-6, force components in eV/Å:
C -0.023 -0.039 0.058
C 0.283 0.000 0.002
C 0.230 -0.422 -0.005
C -0.411 -0.571 -0.246
C 0.063 0.388 0.005
C -0.995 -0.221 2.227

(12)
C6H10N4O2 | ωB97M-V/def2-TZVPD

Results
* charge: 0
* multiplicity: 1
* LUMO level (alpha / beta): -0.80 / -0.43 eV
* energy relative to the best compared isomer or geometry (same formula, charge and spin): 178.42 kcal per mole
* M: 170.2 g mol⁻¹

Each line ends with the natural charge from an NBO analysis.
Element x y z (Å)
C  2.986  0.116  -1.103  0.190
C  2.626  0.884  0.104  0.526
C  -1.499  1.548  0.352  -0.623
C  -0.945  -0.184  -1.450  -0.621
C  -1.779  -0.806  0.834  -0.615
C  -0.938  0.174  0.077  0.110
N  3.163  -0.688  -1.939  -0.289
N  0.465  0.019  0.508  0.192
N  2.032  -1.667  0.731  -0.300
N  1.334  0.953  0.325  -0.300
O  0.816  -1.243  0.831  -0.130
O  3.430  1.684  0.573  -0.518
H  -1.871  1.893  -0.571  0.227
H  -2.237  1.434  1.150  0.220
H  -0.835  2.363  0.678  0.255
H  -0.078  -0.775  -1.667  0.228
H  -0.655  0.686  -1.900  0.217
H  -1.807  -0.724  -1.911  0.235
H  -1.673  -0.851  1.852  0.222
H  -2.790  -0.490  0.702  0.220
H  -1.781  -1.823  0.503  0.221
H  2.036  -2.503  1.320  0.331

Atoms 1-6, force components in eV/Å:
C 0.540 -3.029 -1.815
C 3.287 1.639 -0.815
C 0.803 0.763 1.369
C -0.109 -1.626 1.261
C -1.138 -0.744 -1.579
C -0.050 -1.620 -0.633

It is found that the maximum force values, taken in the order of the records, are 5.227; 5.021; 5.202; 3.398; 4.013; 4.981; 2.129; 4.168; 3.915; 4.211; 2.450; 3.762 eV Å⁻¹.